This record from the OMol25 dataset describes C24H29ClN2OPYb as an isolated structure in a non-equilibrium geometry. The level of theory is the ωB97M-V functional and the def2-TZVPD basis.

Geometry as XYZ:
```
59
Properties=species:S:1:pos:R:3:forces:R:3:lowdin_charge:R:1
Yb 0.6934 1.0883 1.6826 -0.3 -1.1 0.4 1.49
Cl 0.7265 1.2987 4.1171 0.3 0.4 -0.6 0.01
P 0.1837 1.0064 -1.1574 0.3 0.1 -1.0 0.97
C -1.1740 0.2301 -2.0612 -0.7 -0.5 0.1 -0.39
C -0.9757 -0.6127 -3.1703 0.0 0.2 0.3 -0.07
C -2.0644 -1.2379 -3.7805 -0.1 -0.1 0.0 -0.05
C -3.3520 -1.0846 -3.2650 0.2 0.2 0.2 -0.04
C -3.5525 -0.2619 -2.1458 0.0 0.0 -0.1 -0.06
C -2.4819 0.4100 -1.5575 0.3 -0.3 -0.2 -0.12
C 0.0195 2.7919 -1.4640 -0.2 0.6 0.1 -0.39
C 0.8724 3.6629 -0.7405 -0.9 -0.4 -0.1 -0.14
C 0.6688 5.0366 -0.8155 0.3 0.3 0.3 -0.07
C -0.3519 5.5689 -1.6111 -0.1 -0.2 -0.1 -0.04
C -1.1729 4.7160 -2.3542 0.2 0.0 0.1 -0.04
C -0.9832 3.3308 -2.2909 0.2 0.0 0.3 -0.06
C 1.7217 0.5739 -2.0203 0.4 -0.2 0.3 -0.39
C 2.7502 -0.0257 -1.2619 -0.2 0.6 -0.5 -0.12
C 4.0160 -0.1699 -1.8230 0.3 -0.1 -0.2 -0.06
C 4.2634 0.2158 -3.1526 -0.5 0.0 0.4 -0.03
C 3.2229 0.7528 -3.9225 -0.1 -0.1 0.3 -0.04
C 1.9587 0.9469 -3.3541 0.3 0.0 0.1 -0.08
H 1.6901 3.2584 -0.1173 -0.1 0.2 -0.3 0.08
H 1.3138 5.7021 -0.2303 -0.3 -0.2 -0.3 0.12
H -0.5159 6.6486 -1.6470 0.1 -0.4 0.0 0.12
H -1.9790 5.1211 -2.9739 0.4 -0.1 0.2 0.13
H -1.6343 2.6680 -2.8645 0.2 0.2 0.2 0.11
H 0.0296 -0.7861 -3.5517 -0.3 0.0 0.1 0.10
H -1.9021 -1.8657 -4.6623 0.0 0.2 0.4 0.12
H -4.1983 -1.6037 -3.7293 0.4 0.3 0.2 0.12
H -4.5507 -0.1464 -1.7265 0.2 0.0 -0.2 0.12
H -2.6475 1.0707 -0.6990 0.0 -0.2 -0.3 0.10
H 2.5552 -0.3582 -0.2302 0.1 0.0 -0.4 0.06
H 4.8202 -0.5886 -1.2178 -0.2 0.1 -0.2 0.12
H 5.2580 0.0941 -3.5869 -0.3 0.0 0.2 0.12
H 3.4003 1.0252 -4.9642 -0.1 0.0 0.3 0.12
H 1.1664 1.4033 -3.9487 0.2 -0.1 0.2 0.12
H 0.0660 -4.6123 -4.0087 0.3 0.0 0.0 0.00
H 0.8141 -4.5662 -3.9692 -0.3 0.0 0.0 0.01
C -1.9455 -0.1142 2.6825 0.1 0.0 -0.2 -0.08
N -1.3094 -1.2537 3.3271 0.5 0.8 -1.1 -0.08
C -1.6421 -1.3770 4.7327 -0.1 -0.2 0.7 -0.15
C -1.2173 -2.7323 5.2452 -0.6 -0.6 0.3 -0.13
C 0.1783 -3.1357 4.8291 0.4 -0.1 0.4 -0.12
N 0.6062 -2.5492 3.5673 -0.2 1.1 -1.3 -0.05
C 1.8928 -2.9900 3.0567 0.7 -0.4 -0.1 0.00
C -0.0702 -1.6100 2.8909 0.1 -0.9 1.9 -0.45
O 0.4724 -1.0166 1.8820 -0.2 0.9 -0.5 -0.24
H -2.9926 -0.0979 2.9989 0.2 0.2 -0.2 0.12
H -1.9091 -0.1950 1.5884 -0.2 -0.2 0.1 0.08
H -1.4805 0.8364 3.0326 -0.4 -0.1 0.0 0.01
H -1.1731 -0.5614 5.3184 -0.2 -0.3 -0.3 0.12
H -2.7312 -1.2791 4.8085 0.3 0.0 0.1 0.14
H -1.9174 -3.5024 4.8962 0.0 0.3 0.0 0.13
H -1.2637 -2.7331 6.3411 -0.1 0.0 -0.3 0.14
H 0.2393 -4.2273 4.7184 0.1 0.3 0.1 0.14
H 0.9048 -2.8228 5.5971 -0.1 -0.2 -0.3 0.15
H 2.7074 -2.7733 3.7662 -0.4 -0.1 -0.1 0.11
H 1.8493 -4.0754 2.8831 0.1 0.3 0.1 0.11
H 2.1274 -2.4916 2.1137 -0.1 -0.2 0.2 0.08
```
Positions in Å, forces in eV/Å.

Results
<S²>	0.75
multiplicity	2
E_tot	-83714.083	eV
energy above the lowest of the compared OMol25 structures with the same formula, charge and spin	29.9	kJ/mol
charge	+2